The molecule C4H7NO at a distorted geometry, computed with the ωB97M-V functional and the def2-TZVPD basis.

Geometry as XYZ:
```
13
Properties=species:S:1:pos:R:3:forces:R:3:lowdin_charge:R:1
C 1.39397 1.24873 0.61517 0.146 0.147 0.141 -0.10
O 0.51071 0.68545 -0.32373 -0.009 0.043 -0.103 -0.20
C -0.70869 0.24114 0.20564 -0.159 -0.035 0.110 -0.25
C -1.18728 -0.89847 -0.69205 -0.049 0.029 -0.060 -0.15
C -0.11546 -1.88245 -0.85492 0.731 -0.767 -0.126 -0.22
N 0.75164 -2.63612 -0.97970 -0.831 0.625 0.141 0.15
H 0.98588 2.16933 1.05558 0.043 -0.091 -0.034 0.09
H 2.31196 1.48909 0.07395 -0.130 -0.024 0.132 0.09
H 1.62694 0.53908 1.42358 -0.051 0.096 -0.147 0.09
H -1.46171 1.04331 0.19930 0.105 -0.075 0.071 0.13
H -0.59150 -0.11103 1.24196 0.044 0.010 -0.172 0.13
H -2.07928 -1.38585 -0.28416 0.142 0.101 -0.044 0.12
H -1.43718 -0.50221 -1.68064 0.018 -0.061 0.090 0.12
```
Positions in Å, forces in eV/Å.

**SMILES**: COCCC#N
**Total energy**: -286.57518 Ha
**Multiplicity**: 1
**Strongest force on any atom**: 1.067 eV/A
**Orbital gap**: 11.18 eV